No. 1
A structure of composition C4H6MgNiO5 in a non-equilibrium geometry. Source: OMol25; level of theory: the ωB97M-V functional and the def2-TZVPD basis.

The geometry in XYZ format:
```
17
Properties=species:S:1:pos:R:3
C -2.006 -0.522 -2.258
O -1.883 0.517 -1.524
O -2.812 -0.527 -3.188
Ni -3.257 1.506 -2.631
O 0.066 2.146 1.349
O 1.163 0.126 -1.033
C 1.519 -0.887 -0.423
C 1.283 -0.958 1.060
O 0.216 -0.126 1.428
C 0.503 1.150 2.141
Mg -0.440 1.149 -0.219
H -1.158 -1.317 -2.157
H 1.997 -1.776 -0.869
H 2.223 -0.701 1.577
H 1.049 -2.005 1.314
H -0.054 1.067 3.092
H 1.591 1.158 2.342
```

Its total energy is -2240.355751 Eh. The calculation puts the energy above the lowest of the compared OMol25 structures with the same formula, charge and spin at 0.000 eV. Its net charge is +1. The spin multiplicity is 4. The value obtained for the orbital gap (spin up / spin down) is 0.2708 / 0.2529 Eh. The value obtained for the highest occupied orbital energy (spin up / spin down) is -0.4285 / -0.4740 Eh.

No. 2
A structure of composition C4H6MgO2 in a non-equilibrium geometry. Source: OMol25; level of theory: the ωB97M-V functional and the def2-TZVPD basis.

The geometry in XYZ format:
```
13
Properties=species:S:1:pos:R:3
O -0.602 0.507 -0.299
C 0.961 0.534 -0.838
Mg 1.489 1.815 0.730
O 1.695 -0.255 0.156
C 2.365 -1.424 -0.275
H 2.576 -1.406 -1.354
H 3.342 -1.465 0.225
H 1.748 -2.302 -0.036
C -1.734 0.939 -0.709
C -2.745 0.787 0.399
H -2.297 0.649 1.400
H -3.388 1.684 0.428
H -3.410 -0.063 0.173
```

Its total energy is -506.298644 Eh. The calculation puts the energy above the lowest of the compared OMol25 structures with the same formula, charge and spin at 5.931 eV. The value obtained for the orbital gap (spin up / spin down) is 0.2304 / 0.2190 Eh. The value obtained for the highest occupied orbital energy (spin up / spin down) is -0.2494 / -0.2655 Eh.

No. 3
A structure of composition C4H6MgO2 in a non-equilibrium geometry. Source: OMol25; level of theory: the ωB97M-V functional and the def2-TZVPD basis.

The geometry in XYZ format:
```
13
Properties=species:S:1:pos:R:3
O -2.475 -0.077 -1.886
C -2.484 0.253 -0.659
H -3.333 -0.005 -2.345
H -3.493 0.530 -0.302
C 1.210 -1.052 -0.170
C 2.078 -0.123 0.416
C 2.012 0.305 1.838
O 0.961 1.024 1.243
Mg -0.641 0.038 0.536
H 2.922 0.279 -0.163
H 1.468 -1.698 -1.012
H 2.837 0.967 2.134
H 1.792 -0.483 2.571
```

Its total energy is -506.156264 Eh. The calculation puts the energy above the lowest of the compared OMol25 structures with the same formula, charge and spin at 0.393 eV. Its net charge is +1. The spin multiplicity is 2. The value obtained for the orbital gap (spin up / spin down) is 0.2205 / 0.2526 Eh. The value obtained for the highest occupied orbital energy (spin up / spin down) is -0.4259 / -0.4585 Eh.

No. 4
A structure of composition C4H6MgO7 in a non-equilibrium geometry. Source: OMol25; level of theory: the ωB97M-V functional and the def2-TZVPD basis.

The geometry in XYZ format:
```
18
Properties=species:S:1:pos:R:3
O 0.834 -1.422 -1.743
C 0.563 -0.513 -2.582
O 0.208 -0.823 -3.758
O 0.523 0.759 -2.242
Mg 0.168 -2.834 -3.151
O -0.190 2.604 0.020
C -0.619 2.732 -1.320
C -0.820 1.369 -1.927
H -0.151 3.473 0.427
H 0.109 3.306 -1.917
H -1.584 3.260 -1.385
H -1.255 0.679 -1.193
H -1.350 1.483 -2.881
O -3.746 0.862 -0.797
C -4.223 -0.272 -0.998
O -3.666 -1.290 -1.452
O -5.596 -0.337 -0.850
H -5.873 -1.226 -1.097
```

Its total energy is -882.900816 Eh. The calculation puts the energy above the lowest of the compared OMol25 structures with the same formula, charge and spin at 0.000 eV. Its net charge is -1. The spin multiplicity is 2. The value obtained for the orbital gap (spin up / spin down) is 0.2484 / 0.2349 Eh. The value obtained for the highest occupied orbital energy (spin up / spin down) is -0.1474 / -0.1612 Eh.

No. 5
A cluster of 2 separate species, C4H6N in total in a non-equilibrium geometry. Source: OMol25; level of theory: the ωB97M-V functional and the def2-TZVPD basis.

The geometry in XYZ format:
```
11
Properties=species:S:1:pos:R:3
C -1.604 1.818 0.523
C -0.732 1.127 0.137
C 0.244 -0.923 -0.907
C 0.247 0.334 -0.182
N 0.477 -0.984 0.593
H -2.541 2.241 0.681
H -0.567 -1.315 -1.380
H 1.138 -1.139 -1.429
H 1.928 1.232 -0.066
H -0.053 -1.416 1.302
H 1.464 -0.975 0.729
```

Its total energy is -210.250992 Eh. The calculation puts the energy above the lowest of the compared OMol25 structures with the same formula, charge and spin at 5.580 eV. Its net charge is +1. The value obtained for the orbital gap is 0.3264 Eh. The value obtained for the highest occupied orbital energy is -0.5371 Eh.

No. 6
The ion C4H6N with charge +1 in a non-equilibrium geometry. Source: OMol25; level of theory: the ωB97M-V functional and the def2-TZVPD basis.

The geometry in XYZ format:
```
11
Properties=species:S:1:pos:R:3
C -0.883 0.673 -1.229
C -0.124 -0.316 -1.622
C 0.734 -1.172 0.216
C 0.044 -0.092 0.968
N -0.310 0.942 0.000
H -1.534 1.374 -1.723
H 0.363 -2.180 0.199
H 1.740 -0.993 -0.119
H -0.871 -0.432 1.469
H 0.696 0.347 1.731
H 0.147 1.848 0.111
```

Its total energy is -210.275962 Eh. The calculation puts the energy above the lowest of the compared OMol25 structures with the same formula, charge and spin at 4.900 eV. Its net charge is +1. The value obtained for the orbital gap (spin up / spin down) is 0.2898 / 0.2899 Eh. The value obtained for the highest occupied orbital energy (spin up / spin down) is -0.5522 / -0.5522 Eh.